Record 1
Below is 8 unconnected molecules or ions with the total composition C30H60N3O20P5 in a non-equilibrium geometry, with properties calculated with ωB97M-V/def2-TZVPD.

Structure (XYZ):
```
118
C30H60N3O20P5, DFT ωB97M-V/def2-TZVPD
C 20.29 13.72 16.27
O 19.36 14.80 16.17
P 17.89 14.51 15.80
O 17.07 15.71 15.85
O 17.83 13.82 14.42
C 17.77 14.55 13.19
O 17.53 13.37 16.78
C 16.30 12.72 16.89
H 21.27 14.17 16.34
H 20.26 13.10 15.39
H 20.11 13.03 17.11
H 18.38 14.03 12.45
H 18.22 15.54 13.30
H 16.77 14.62 12.78
H 16.24 11.89 16.17
H 15.45 13.39 16.73
H 16.27 12.19 17.83
C 15.49 17.92 14.47
O 14.47 18.79 14.64
P 13.92 19.27 16.04
O 13.42 18.25 16.94
O 12.78 20.25 15.59
C 13.12 21.25 14.54
O 15.04 20.19 16.67
C 15.85 19.61 17.75
H 15.11 17.28 13.65
H 15.83 17.26 15.26
H 16.42 18.39 14.14
H 14.07 21.05 14.07
H 13.19 22.25 15.01
H 12.32 21.17 13.77
H 15.28 19.14 18.54
H 16.33 20.49 18.17
H 16.70 19.05 17.36
C 12.90 16.87 9.07
O 13.79 16.40 10.13
P 14.09 14.86 10.23
O 15.06 14.58 11.31
O 14.54 14.43 8.75
C 15.81 14.89 8.31
O 12.69 14.10 10.27
C 11.77 14.43 11.35
H 13.36 17.65 8.50
H 11.99 17.17 9.61
H 12.64 16.03 8.44
H 16.42 15.28 9.14
H 15.68 15.75 7.63
H 16.28 14.14 7.68
H 11.87 15.47 11.64
H 11.92 13.66 12.09
H 10.78 14.23 10.93
C 7.77 18.24 19.71
O 8.71 17.43 18.99
P 8.29 16.60 17.77
O 6.89 16.67 17.36
O 9.26 17.08 16.65
C 10.59 17.53 16.97
O 8.79 15.15 18.13
C 8.05 14.40 19.06
H 7.30 17.64 20.49
H 7.01 18.64 19.05
H 8.29 19.08 20.16
H 11.20 17.55 16.07
H 10.98 16.90 17.74
H 10.49 18.55 17.35
H 8.36 14.69 20.10
H 8.22 13.36 18.87
H 6.96 14.60 19.05
C 12.09 9.69 15.23
O 13.09 9.94 16.25
P 12.95 9.43 17.69
O 11.64 9.30 18.26
O 13.70 8.01 17.77
C 15.11 7.98 17.58
O 14.06 10.37 18.33
C 14.08 10.65 19.71
H 11.06 9.71 15.58
H 12.30 8.76 14.72
H 12.20 10.53 14.54
H 15.64 8.34 18.46
H 15.46 8.57 16.69
H 15.50 6.96 17.49
H 13.77 11.67 19.93
H 15.13 10.57 20.02
H 13.41 9.97 20.29
N 9.14 12.99 13.02
C 8.76 13.56 14.15
C 8.45 12.72 15.26
C 8.55 11.35 15.11
C 9.02 10.81 13.92
C 9.25 11.68 12.86
H 8.72 14.66 14.19
H 8.19 13.08 16.26
H 8.32 10.64 15.91
H 9.20 9.75 13.79
H 9.61 11.34 11.90
N 10.04 12.03 21.94
C 10.62 12.00 20.73
C 11.17 13.12 20.06
C 11.16 14.29 20.78
C 10.49 14.33 22.04
C 9.95 13.20 22.57
H 10.71 11.00 20.25
H 11.54 13.02 19.05
H 11.50 15.18 20.29
H 10.43 15.28 22.44
H 9.38 13.23 23.51
N 12.69 12.89 14.35
C 11.83 13.11 15.31
C 11.91 14.21 16.23
C 12.92 15.11 16.13
C 13.90 14.79 15.17
C 13.73 13.73 14.31
H 11.00 12.43 15.40
H 11.07 14.36 16.90
H 12.98 16.05 16.70
H 14.74 15.48 15.15
H 14.49 13.55 13.54
```

E_tot	-123957.9691	eV
SMILES	COP(=O)(OC)OC.COP(=O)(OC)OC.COP(=O)(OC)OC.COP(=O)(OC)OC.COP(=O)(OC)OC.c1ccncc1.c1ccncc1.c1ccncc1
E_LUMO	0.6	eV
total charge	0
HOMO level	-9.049	eV
molecular weight	937.68	g mol⁻¹
largest force on an atom	3.8	eV Å⁻¹

Record 2
Below is a molecular structure, C30H60NiO16S7 in a non-equilibrium geometry, with properties calculated with ωB97M-V/def2-TZVPD.

Structure (XYZ):
```
114
C30H60NiO16S7, DFT ωB97M-V/def2-TZVPD
Ni -19.36 4.61 10.14
O -19.35 6.05 11.43
C -18.58 7.04 10.81
C -17.58 6.57 9.78
O -17.99 5.55 8.91
H -18.02 7.55 11.63
H -19.22 7.85 10.39
H -16.69 6.12 10.30
H -17.00 7.38 9.29
C -18.95 2.32 5.30
C -17.80 1.40 5.70
C -17.60 1.63 7.22
S -19.27 1.86 7.86
O -19.37 3.11 8.57
O -19.63 0.63 8.52
C -20.08 1.96 6.25
H -19.18 2.21 4.24
H -18.66 3.34 5.55
H -16.86 1.70 5.24
H -17.95 0.33 5.59
H -17.04 2.54 7.48
H -17.09 0.83 7.75
H -20.97 2.57 6.37
H -20.36 0.90 6.15
C -17.43 5.85 5.51
C -17.36 7.39 5.66
C -15.90 7.81 5.71
S -15.13 6.72 4.51
O -13.78 6.44 4.90
O -15.46 7.23 3.20
C -16.14 5.27 4.87
H -18.46 5.71 5.15
H -17.53 5.28 6.44
H -17.80 7.61 6.64
H -17.97 7.81 4.87
H -15.58 7.53 6.71
H -15.70 8.86 5.51
H -15.59 4.65 5.55
H -16.47 4.88 3.90
C -21.34 7.73 13.42
C -22.38 6.77 12.82
C -22.92 7.45 11.57
S -22.93 9.20 11.94
O -24.23 9.67 12.34
O -22.27 9.91 10.87
C -21.92 9.13 13.43
H -20.47 7.59 12.78
H -20.94 7.43 14.39
H -23.20 6.54 13.51
H -21.95 5.79 12.69
H -23.91 7.14 11.24
H -22.24 7.25 10.74
H -22.52 9.27 14.33
H -21.26 9.98 13.22
C -17.45 11.90 9.91
C -18.67 11.43 10.72
C -19.88 11.87 9.90
S -19.40 11.56 8.20
O -19.68 12.71 7.40
O -19.92 10.23 7.92
C -17.65 11.30 8.52
H -16.50 11.59 10.35
H -17.43 13.00 9.97
H -18.53 11.80 11.73
H -18.75 10.34 10.77
H -20.09 12.93 10.07
H -20.77 11.29 10.11
H -17.02 11.53 7.67
H -17.39 10.26 8.73
C -22.71 8.05 7.89
C -23.65 7.00 7.22
C -23.09 5.62 7.55
S -21.34 5.78 7.65
O -20.73 5.31 6.43
O -20.90 5.23 8.91
C -21.26 7.56 7.78
H -23.10 8.11 8.90
H -22.77 8.96 7.31
H -23.64 7.17 6.14
H -24.70 7.06 7.48
H -23.58 4.74 7.15
H -23.30 5.51 8.63
H -20.84 7.86 6.82
H -20.62 7.73 8.63
C -18.04 9.57 14.13
C -18.17 8.15 14.73
C -16.79 7.49 14.76
S -15.55 8.76 14.45
O -14.47 8.17 13.71
O -15.23 9.53 15.62
C -16.71 9.71 13.42
H -18.13 10.19 15.02
H -18.89 9.73 13.47
H -18.86 7.46 14.25
H -18.52 8.17 15.76
H -16.68 6.76 13.96
H -16.58 6.97 15.69
H -16.84 9.20 12.46
H -16.25 10.69 13.28
C -15.05 4.66 12.38
C -14.34 4.08 11.15
C -15.36 3.32 10.31
S -16.66 2.74 11.40
O -16.51 1.34 11.66
O -17.93 3.24 10.94
C -16.08 3.64 12.85
H -15.58 5.55 12.02
H -14.35 5.05 13.11
H -13.50 3.42 11.37
H -13.98 4.93 10.57
H -15.11 2.52 9.62
H -15.83 4.06 9.64
H -15.47 2.89 13.35
H -16.89 3.97 13.49
```

E_tot	-181727.8561	eV
E_LUMO (spin up / spin down)	0.1 / 0.0	eV
total charge	0
HOMO level (spin up / spin down)	-8.007 / -7.904	eV
molecular weight	959.96	g mol⁻¹
multiplicity	3
largest force on an atom	2.8	eV Å⁻¹